288
Properties=species:S:1:pos:R:3 method="wB97M-V/def2-TZVPD" homo_lumo_gap_ha=0.31574 lumo_energy_ev=0.40 de_lowest_kcal_mol=85.2 e_tot_ha=-5205.150434 total_charge=0 max_force_ev_per_a=2.94
C 7.39852 13.34427 1.58799
O 8.39563 12.27787 1.81773
C 7.86976 10.99625 2.23787
C 6.94723 10.31665 1.23807
N 6.38315 9.07752 1.71998
C 5.74488 8.29561 0.72422
C 5.27320 7.06381 1.51526
O 4.73349 6.14999 0.57102
C 4.27019 4.89933 1.14934
H 6.71324 13.42582 2.43170
H 6.79675 13.16101 0.69784
H 7.91304 14.28780 1.40596
H 7.33254 11.19222 3.16582
H 8.68161 10.29926 2.44573
H 7.50147 10.25424 0.30157
H 6.13489 11.03431 1.12343
H 5.78941 9.29678 2.50707
H 6.42711 8.04197 -0.08715
H 4.82672 8.75640 0.35987
H 4.52062 7.33463 2.25579
H 6.16388 6.66032 1.99689
H 5.06257 4.36989 1.67841
H 3.85566 4.17697 0.44616
H 3.54005 5.17625 1.90981
C -2.12242 -1.95046 4.23482
O -2.75251 -0.74107 4.59143
C -3.16499 -0.71981 5.96138
C -3.45123 0.74229 6.19049
N -4.78766 0.97957 5.58649
C -5.10974 2.40459 5.55150
C -6.60015 2.51418 4.94615
O -7.02650 3.87585 4.90818
C -6.32799 4.69409 3.91616
H -1.94194 -1.70793 3.18759
H -2.73553 -2.85041 4.28266
H -1.12200 -1.95904 4.66745
H -2.40423 -1.01390 6.68447
H -4.00840 -1.37849 6.16847
H -2.74577 1.30205 5.57640
H -3.33633 1.04967 7.22993
H -4.75452 0.55755 4.66948
H -4.41004 2.94729 4.91589
H -5.12267 2.92406 6.50966
H -7.23895 1.88540 5.56637
H -6.67586 2.05201 3.96189
H -5.30595 4.93336 4.20988
H -6.97798 5.56065 3.79492
H -6.23628 4.25919 2.92089
C 1.41240 -2.29348 2.39116
O 0.92517 -1.62155 3.58843
C 0.80603 -0.14691 3.54961
C 2.19659 0.57403 3.32186
N 3.11915 0.02641 4.32396
C 4.52393 0.37073 4.01308
C 5.08592 -0.30523 2.68959
O 5.11220 -1.72968 2.76183
C 5.93254 -2.27295 1.64123
H 1.03180 -3.31438 2.42279
H 2.49609 -2.18182 2.35598
H 0.97623 -1.74335 1.55736
H 0.36564 0.15806 4.49889
H 0.07239 0.20445 2.82407
H 2.03542 1.64959 3.39459
H 2.54295 0.41934 2.29999
H 3.09712 -0.96841 4.15086
H 5.12854 -0.01349 4.83462
H 4.55167 1.45946 3.96839
H 6.09209 0.09322 2.55938
H 4.52769 -0.11820 1.77226
H 6.97595 -1.95771 1.63643
H 5.48028 -1.93095 0.71031
H 5.94065 -3.36227 1.67892
C 7.16009 -6.23525 -6.33326
O 7.09112 -4.95057 -5.74370
C 7.08486 -3.84491 -6.70044
C 5.67914 -3.66708 -7.26906
N 4.87905 -3.05414 -6.21356
C 3.57747 -2.58228 -6.73109
C 2.94843 -1.77889 -5.60089
O 2.77343 -2.53134 -4.35962
C 2.16429 -1.73860 -3.33655
H 7.75866 -6.22794 -7.24416
H 6.12812 -6.50698 -6.55529
H 7.48157 -6.95263 -5.57820
H 7.75270 -4.09023 -7.52622
H 7.49409 -2.95747 -6.21763
H 5.23729 -4.64285 -7.47091
H 5.83942 -2.96532 -8.08757
H 4.68581 -3.72821 -5.48665
H 2.94746 -3.42192 -7.02469
H 3.72518 -1.97503 -7.62414
H 1.99413 -1.37949 -5.94423
H 3.55870 -0.90637 -5.36770
H 2.21577 -2.31062 -2.41013
H 1.13379 -1.42229 -3.49809
H 2.77581 -0.84655 -3.20089
C -2.47382 -10.44402 4.07609
O -2.39390 -9.07253 3.82058
C -1.42539 -8.41880 4.65344
C 0.00029 -8.60270 4.20097
N 0.18083 -8.42186 2.71039
C 0.15056 -6.99365 2.30374
C 0.24865 -6.81278 0.83530
O 0.71971 -5.47690 0.57868
C 0.55004 -4.91500 -0.67116
H -3.21486 -10.85483 3.39039
H -2.70220 -10.67349 5.11689
H -1.52545 -10.92355 3.83371
H -1.51531 -8.71952 5.69727
H -1.66178 -7.35480 4.64198
H 0.25263 -9.61990 4.50051
H 0.71762 -8.02066 4.77958
H -0.46794 -8.95354 2.14779
H 0.96521 -6.49302 2.82701
H -0.74429 -6.54707 2.73720
H -0.71688 -6.98406 0.35939
H 0.94102 -7.53367 0.40051
H 1.12104 -3.98766 -0.62528
H -0.49807 -4.70471 -0.88412
H 0.94020 -5.59420 -1.42916
C 0.68022 1.37681 -4.35380
O 1.07676 2.31004 -3.39464
C 1.77095 3.39995 -3.99946
C 2.32541 4.31873 -2.86822
N 2.85473 5.51961 -3.47148
C 2.99175 6.65032 -2.49157
C 3.07979 8.03042 -3.13654
O 1.79226 8.50289 -3.56724
C 1.68148 9.86304 -4.02684
H 0.14448 1.77650 -5.21481
H 0.06729 0.57845 -3.93543
H 1.59064 0.87643 -4.68373
H 1.08908 3.93504 -4.66041
H 2.62133 2.96485 -4.52447
H 3.12140 3.76578 -2.36949
H 1.58917 4.51309 -2.08829
H 2.20983 5.84617 -4.17686
H 3.83904 6.48592 -1.82586
H 2.11778 6.65949 -1.84026
H 3.75712 8.02315 -3.99052
H 3.51891 8.77471 -2.47224
H 0.60410 9.96179 -4.15943
H 2.14352 9.87580 -5.01398
H 2.06938 10.57745 -3.30071
C -3.50589 -5.59986 -2.00047
O -3.37958 -6.05933 -0.65891
C -3.55348 -7.49505 -0.58234
C -3.52106 -7.90199 0.85745
N -4.67085 -7.29577 1.54118
C -4.54743 -7.21277 2.99923
C -5.44551 -6.11077 3.56034
O -4.98567 -4.83570 3.16080
C -5.74160 -3.70442 3.63004
H -2.72180 -6.12389 -2.54702
H -3.35194 -4.52117 -1.97148
H -4.48071 -5.77582 -2.45527
H -2.77323 -7.99714 -1.15436
H -4.55503 -7.78046 -0.90414
H -2.56822 -7.69001 1.34249
H -3.62472 -8.97864 0.99234
H -4.68707 -6.35029 1.18634
H -3.55378 -6.87924 3.29841
H -4.68816 -8.19008 3.46091
H -5.62271 -6.23421 4.62874
H -6.39037 -6.27489 3.04228
H -5.35516 -2.80205 3.15622
H -5.64969 -3.65994 4.71525
H -6.77510 -3.75961 3.28809
C 0.34962 -7.21818 -10.64064
O -0.30457 -6.94122 -9.43389
C -1.71706 -6.85735 -9.54003
C -2.28076 -6.66123 -8.14133
N -1.95858 -5.40172 -7.42505
C -0.49508 -5.29486 -7.08822
C -0.19836 -4.10651 -6.20621
O -1.06078 -4.39017 -5.07972
C -0.83668 -3.47375 -4.00463
H -0.01667 -8.13890 -11.09475
H 1.42001 -7.36856 -10.50012
H 0.25325 -6.30690 -11.23087
H -2.15226 -7.73463 -10.01867
H -1.97913 -6.06764 -10.24414
H -1.87279 -7.45673 -7.51776
H -3.35787 -6.82802 -8.15231
H -2.43933 -5.34958 -6.53834
H 0.06132 -5.16276 -8.01616
H -0.12085 -6.24215 -6.70000
H -0.57275 -3.20856 -6.69772
H 0.88045 -4.10258 -6.05044
H -1.55182 -3.73945 -3.22612
H -0.92761 -2.41130 -4.23050
H 0.15972 -3.71417 -3.63386
C -5.41393 0.04113 1.71021
O -4.71882 1.14008 2.33116
C -3.37646 1.15892 1.84022
C -2.59956 2.32741 2.47250
N -3.36256 3.58702 2.40111
C -3.02044 4.33237 1.19480
C -4.29366 5.12547 0.78760
O -5.39956 4.28137 0.73445
C -5.60261 3.67890 -0.53445
H -6.44826 -0.09646 2.02537
H -4.88125 -0.85983 2.01456
H -5.32541 0.00302 0.62449
H -3.41990 1.30057 0.76034
H -2.96987 0.15947 1.99481
H -1.57634 2.35840 2.09813
H -2.48209 1.99259 3.50313
H -4.29976 3.25410 2.22523
H -2.72798 3.60203 0.44035
H -2.19921 5.03017 1.35837
H -4.06859 5.65156 -0.14013
H -4.42704 5.92888 1.51208
H -4.76000 3.01660 -0.73306
H -5.54564 4.43168 -1.32067
H -6.51162 3.07933 -0.58265
C 0.67626 3.78119 1.51885
O 0.72720 2.37935 1.23553
C 0.68131 2.19375 -0.14462
C 0.76186 0.70736 -0.41834
N -0.47418 -0.00618 -0.05367
C -0.58707 -1.23098 -0.84651
C -1.84075 -1.99076 -0.32142
O -1.55210 -2.56457 0.92211
C -2.31410 -3.67303 1.38134
H 0.63216 3.98148 2.58938
H -0.26568 4.16942 1.13137
H 1.52497 4.33841 1.12225
H 1.49835 2.67803 -0.67940
H -0.27019 2.53853 -0.54945
H 1.45898 0.28392 0.30472
H 1.11278 0.44527 -1.41646
H -0.44249 -0.37328 0.88670
H 0.28241 -1.86610 -0.67704
H -0.78352 -1.01954 -1.89760
H -2.14235 -2.70552 -1.08709
H -2.66680 -1.28450 -0.23818
H -3.35574 -3.39494 1.54186
H -1.91406 -3.99880 2.34152
H -2.24520 -4.56070 0.75254
C -0.28712 8.90991 2.79832
C 0.36061 7.72018 2.08330
C 1.14638 8.05077 0.83102
O 1.09856 7.01586 3.08461
H 0.43255 9.53973 3.32127
H -0.96595 8.62480 3.60205
H -0.78030 9.55480 2.07099
H -0.41968 7.04728 1.72770
H 1.84006 8.88970 0.88663
H 0.55515 8.13204 -0.08109
H 1.82755 7.24631 0.55361
H 0.51706 6.82759 3.82489
C -1.61642 4.38011 6.14543
C -1.19577 5.25582 4.93715
C -2.28806 6.19206 4.39545
O -0.10651 5.98188 5.30582
H -2.42388 3.68399 5.91841
H -2.03970 4.99072 6.94298
H -0.81496 3.75462 6.53853
H -0.85381 4.56610 4.16548
H -2.74610 6.88217 5.10399
H -3.10679 5.50505 4.18145
H -1.94982 6.73940 3.51560
H 0.51053 5.39787 5.75282
C 4.70635 1.09912 -2.15117
C 5.51996 -0.07397 -2.45935
C 6.50144 0.29122 -3.53356
O 6.20041 -0.43089 -1.25837
H 4.00486 0.78548 -1.37809
H 4.11111 1.47854 -2.98173
H 5.40748 1.82288 -1.73562
H 4.85318 -0.89077 -2.73564
H 7.07611 -0.57807 -3.85323
H 7.19942 1.05627 -3.19355
H 6.01020 0.70679 -4.41339
H 6.40555 -1.36822 -1.22794
C -7.83358 -4.91952 0.06496
C -7.85063 -3.40453 0.04470
C -6.39716 -2.90827 -0.06325
O -8.48457 -3.09541 -1.20390
H -8.87387 -5.21169 -0.07843
H -7.43069 -5.19505 1.03956
H -7.34265 -5.35230 -0.80669
H -8.41149 -2.97833 0.87650
H -5.76257 -3.53927 -0.68552
H -5.97072 -3.03459 0.93188
H -6.28470 -1.85588 -0.32386
H -8.86634 -2.22624 -1.06104